Record 1
A structure of composition C53H97Br2F3N3O11P2S, computed with wB97M-V/def2-TZVPD.

Structure (ORCA input):
```
! RIJCOSX wB97M-V def2-TZVPD def2/J DEFGRID3
* xyz 1 1
C 7.84 -5.58 1.49
O 6.87 -5.47 2.51
C 6.58 -4.12 2.81
C 5.15 -4.00 3.32
C 4.40 -2.77 2.77
C 3.07 -3.22 2.16
C 2.12 -2.09 1.78
N 2.57 -1.36 0.55
C 1.97 -1.63 -0.80
C 0.50 -1.41 -1.17
C -0.64 -1.61 -0.15
C -1.19 -3.00 -0.20
F -1.12 -3.64 -1.39
C -1.69 -3.70 0.84
F -1.28 -4.89 1.23
F -2.70 -3.27 1.56
P 2.40 -3.36 -1.34
N 1.78 -4.58 -0.57
C 2.95 -0.70 -1.64
C 2.43 -0.44 -3.05
N 3.55 -0.06 -3.92
C 3.44 0.55 -0.77
C 2.85 1.77 -1.53
C 3.17 3.20 -1.13
C 2.57 3.85 -0.05
C 2.88 5.17 0.32
C 3.82 5.89 -0.41
C 4.41 5.27 -1.52
C 4.09 3.95 -1.89
C 4.79 3.42 -3.12
C 4.97 0.64 -0.87
Br 5.75 1.94 0.37
C 5.76 -0.73 -0.73
C 6.43 -1.06 -2.06
Br 7.18 -0.75 0.61
C 2.86 0.17 0.63
O 3.73 0.27 1.71
P 1.39 1.05 1.41
S -0.14 1.66 0.41
H 7.43 -5.33 0.52
H 8.69 -4.92 1.67
H 8.22 -6.59 1.48
H 6.74 -3.52 1.92
H 7.28 -3.74 3.56
H 5.15 -3.98 4.41
H 4.63 -4.88 2.96
H 5.02 -2.39 1.96
H 4.27 -2.01 3.52
H 2.53 -3.78 2.92
H 3.28 -3.86 1.30
H 2.04 -1.44 2.64
H 1.15 -2.56 1.63
H 3.51 -1.74 0.41
H 0.32 -0.44 -1.61
H 0.29 -2.11 -1.96
H -1.42 -0.92 -0.46
H -0.42 -1.32 0.87
H 3.82 -3.41 -1.23
H 2.03 -3.42 -2.69
H 1.17 -4.31 0.19
H 3.75 -1.41 -1.86
H 1.64 0.29 -3.11
H 1.98 -1.35 -3.44
H 3.18 0.33 -4.78
H 4.06 -0.91 -4.14
H 3.27 1.69 -2.52
H 1.78 1.69 -1.68
H 1.82 3.37 0.54
H 2.41 5.63 1.17
H 4.10 6.89 -0.14
H 5.11 5.83 -2.10
H 5.16 4.25 -3.71
H 4.06 2.93 -3.76
H 5.62 2.76 -2.91
H 5.24 1.04 -1.83
H 5.14 -1.58 -0.48
H 5.71 -1.49 -2.76
H 6.91 -0.19 -2.49
H 7.17 -1.83 -1.90
H 4.61 -0.09 1.53
H 0.96 0.20 2.44
H 2.05 2.07 2.10
C -0.57 5.14 -2.48
C 0.75 5.05 -3.21
O 1.34 4.00 -3.33
C 1.31 6.33 -3.77
H -0.87 4.15 -2.12
H -0.49 5.81 -1.63
H -1.35 5.51 -3.15
H 1.47 7.05 -2.96
H 0.61 6.76 -4.49
H 2.26 6.13 -4.26
C -5.54 3.81 0.24
C -4.03 3.77 0.32
O -3.34 4.22 -0.58
C -3.43 3.14 1.54
H -5.85 4.28 -0.68
H -5.94 2.80 0.28
H -5.94 4.38 1.09
H -3.75 2.10 1.62
H -3.74 3.68 2.44
H -2.35 3.17 1.48
C -0.42 -0.54 -7.46
C 0.46 0.35 -6.63
O 1.62 0.08 -6.40
C -0.17 1.61 -6.08
H 0.15 -1.41 -7.79
H -1.27 -0.88 -6.87
H -0.78 0.00 -8.33
H -1.01 1.36 -5.44
H -0.52 2.24 -6.90
H 0.56 2.17 -5.50
C -5.18 0.96 -8.74
C -4.15 0.03 -8.15
O -3.11 -0.22 -8.72
C -4.47 -0.57 -6.80
H -4.83 1.32 -9.71
H -6.12 0.43 -8.88
H -5.35 1.81 -8.08
H -5.39 -1.16 -6.86
H -4.61 0.22 -6.06
H -3.66 -1.22 -6.48
C -3.47 2.83 6.62
C -2.99 3.81 5.59
O -3.48 3.88 4.48
C -1.87 4.73 6.00
H -4.27 2.23 6.21
H -2.63 2.18 6.90
H -3.83 3.35 7.50
H -0.99 4.14 6.27
H -2.17 5.33 6.86
H -1.61 5.39 5.17
C -7.06 -6.45 3.14
C -6.52 -5.08 2.78
O -7.04 -4.07 3.18
C -5.31 -5.05 1.87
H -7.93 -6.33 3.78
H -7.36 -6.98 2.23
H -6.31 -7.03 3.66
H -5.56 -5.52 0.92
H -4.48 -5.59 2.33
H -5.02 -4.02 1.70
C -7.81 5.53 7.87
C -6.48 5.20 7.24
O -5.76 4.34 7.71
C -6.11 5.98 6.01
H -7.96 4.91 8.75
H -7.83 6.58 8.17
H -8.62 5.35 7.16
H -6.07 7.04 6.24
H -6.86 5.81 5.23
H -5.14 5.66 5.63
C 3.35 -6.98 -2.56
C 4.76 -7.29 -2.12
O 5.67 -6.53 -2.37
C 4.98 -8.58 -1.37
H 3.35 -6.03 -3.08
H 2.97 -7.76 -3.22
H 2.71 -6.91 -1.68
H 4.68 -9.43 -1.98
H 4.39 -8.58 -0.45
H 6.03 -8.68 -1.11
C -7.31 0.09 5.89
C -7.45 0.82 4.57
O -7.63 2.01 4.51
C -7.36 -0.02 3.32
H -7.40 0.81 6.70
H -8.10 -0.66 5.98
H -6.34 -0.40 5.94
H -8.15 -0.78 3.31
H -6.39 -0.52 3.26
H -7.48 0.62 2.45
*
```

- E_LUMO: -2.172 eV
- Kohn-Sham gap: 8.46 eV
- Molar mass: 1263.186 g mol⁻¹
- Largest force on an atom: 2.4 eV Å⁻¹
- HOMO: -10.636 eV
- ΔE to the lowest compared entry with this formula, charge and spin: 0.0 kJ/mol

Löwdin atomic charge list, values in e, 6 entries: number 1, C, carries -0.104; number 2, O, carries -0.179; number 3, C, carries -0.241; number 4, C, carries -0.136; number 5, C, carries -0.186; number 6, C, carries -0.179

---

Record 2
A cluster of 4 separate species, C54H101F5N4O8PSi in total, computed with wB97M-V/def2-TZVPD.

Structure (ORCA input):
```
! RIJCOSX wB97M-V def2-TZVPD def2/J DEFGRID3
* xyz 0 4
C -7.77 3.18 -4.30
C -7.95 4.09 -5.51
N -6.63 4.36 -6.11
C -6.55 4.63 -7.50
C -7.17 3.51 -8.33
O -5.22 4.78 -7.97
C -4.09 4.19 -7.29
C -3.65 4.94 -6.00
C -3.92 6.44 -6.11
O -2.76 7.14 -5.66
C -2.98 4.45 -8.37
O -2.08 3.39 -8.57
C -0.70 3.74 -8.36
C 0.12 2.47 -8.54
C -0.35 1.39 -7.58
C 0.60 0.17 -7.61
C -0.10 -1.14 -7.33
C -0.55 -1.35 -5.86
C 0.35 -0.73 -4.80
C -0.30 -0.87 -3.42
C 0.58 -0.23 -2.31
Si 0.71 -1.24 -0.70
C 2.47 -1.92 -0.53
C 0.42 -0.05 0.73
C -0.61 -2.57 -0.54
C -0.26 -3.93 -0.43
C -1.23 -4.92 -0.26
C -2.57 -4.57 -0.18
C -2.95 -3.23 -0.31
C -1.98 -2.25 -0.48
P -3.97 2.36 -6.89
O -5.00 2.04 -5.65
O -4.45 1.53 -8.24
C -7.21 6.04 -7.86
F -7.32 6.80 -6.75
F -6.43 6.73 -8.72
C -8.60 6.04 -8.54
F -8.54 5.62 -9.79
F -9.03 7.31 -8.58
F -9.52 5.36 -7.86
H -7.61 2.17 -4.67
H -8.68 3.14 -3.69
H -6.88 3.43 -3.73
H -8.37 5.03 -5.14
H -8.64 3.61 -6.18
H -6.19 5.08 -5.55
H -6.77 2.55 -7.99
H -8.25 3.44 -8.23
H -6.88 3.62 -9.36
H -2.57 4.82 -5.91
H -4.15 4.51 -5.14
H -4.75 6.71 -5.45
H -4.19 6.74 -7.12
H -2.67 7.95 -6.17
H -3.48 4.70 -9.31
H -2.41 5.33 -8.07
H -0.61 4.11 -7.33
H -0.43 4.50 -9.09
H -0.06 2.14 -9.57
H 1.16 2.75 -8.37
H -0.45 1.77 -6.57
H -1.34 1.05 -7.89
H 1.02 0.12 -8.62
H 1.45 0.34 -6.96
H -0.99 -1.24 -7.95
H 0.54 -1.98 -7.61
H -1.55 -0.92 -5.74
H -0.62 -2.42 -5.65
H 0.49 0.33 -4.98
H 1.32 -1.24 -4.76
H -1.22 -0.29 -3.46
H -0.54 -1.91 -3.21
H 0.22 0.76 -2.06
H 1.60 -0.14 -2.69
H 2.49 -2.99 -0.36
H 2.97 -1.76 -1.48
H 3.01 -1.43 0.27
H 0.12 -0.58 1.64
H 1.31 0.53 0.96
H -0.36 0.67 0.47
H 0.77 -4.24 -0.48
H -0.91 -5.95 -0.16
H -3.31 -5.35 -0.02
H -3.99 -2.97 -0.24
H -2.27 -1.21 -0.57
H -5.01 1.10 -5.46
H -4.37 2.08 -9.04
C 0.43 -2.83 7.08
C 0.76 -1.62 6.18
C 0.74 -0.33 7.00
C -0.67 0.12 7.38
C -1.55 0.22 6.14
C -1.57 -1.05 5.30
N -0.19 -1.54 5.03
O 0.33 -0.85 4.08
C -2.41 -2.14 6.02
C -2.30 -0.79 3.99
C 2.18 -1.88 5.68
H 0.20 -3.71 6.48
H 1.29 -3.07 7.71
H -0.40 -2.65 7.77
H 1.23 0.47 6.44
H 1.34 -0.48 7.91
H -1.11 -0.56 8.12
H -0.61 1.10 7.87
H -2.58 0.47 6.44
H -1.20 1.05 5.53
H -2.28 -3.10 5.53
H -3.46 -1.88 5.97
H -2.17 -2.25 7.07
H -1.86 0.03 3.43
H -3.34 -0.53 4.20
H -2.29 -1.68 3.35
H 2.21 -2.78 5.06
H 2.84 -2.02 6.53
H 2.56 -1.04 5.10
C 5.76 3.31 4.84
C 4.55 3.45 5.78
C 4.58 4.81 6.47
C 5.64 4.92 7.56
C 5.51 3.77 8.56
C 5.49 2.39 7.91
N 4.52 2.33 6.78
O 3.32 2.20 7.24
C 6.91 2.02 7.43
C 5.14 1.34 8.95
C 3.32 3.36 4.87
H 5.90 2.28 4.53
H 5.60 3.91 3.94
H 6.69 3.67 5.28
H 3.60 5.01 6.92
H 4.73 5.59 5.72
H 6.64 4.92 7.12
H 5.54 5.87 8.08
H 6.32 3.81 9.29
H 4.58 3.91 9.13
H 6.89 1.13 6.80
H 7.55 1.81 8.29
H 7.41 2.82 6.88
H 4.19 1.54 9.44
H 5.91 1.32 9.72
H 5.09 0.34 8.50
H 3.26 2.38 4.39
H 3.40 4.12 4.09
H 2.40 3.54 5.41
C 3.80 -4.78 2.96
C 2.75 -5.90 2.97
C 2.91 -6.76 4.22
C 4.13 -7.68 4.17
C 4.12 -8.52 2.90
C 3.98 -7.69 1.62
N 2.84 -6.73 1.72
O 1.73 -7.34 1.52
C 5.30 -6.95 1.33
C 3.77 -8.62 0.43
C 1.40 -5.18 3.00
H 3.87 -4.31 1.98
H 3.52 -4.00 3.68
H 4.80 -5.11 3.26
H 2.01 -7.37 4.35
H 2.97 -6.11 5.09
H 5.05 -7.10 4.24
H 4.12 -8.34 5.04
H 5.04 -9.11 2.84
H 3.29 -9.24 2.96
H 5.17 -6.22 0.53
H 6.06 -7.67 1.00
H 5.72 -6.45 2.19
H 2.91 -9.28 0.56
H 4.65 -9.25 0.30
H 3.63 -8.05 -0.49
H 1.25 -4.59 2.10
H 1.37 -4.51 3.86
H 0.56 -5.87 3.10
*
```

- E_LUMO (alpha / beta): 0.573 / 0.242 eV
- Kohn-Sham gap (alpha / beta): 8.31 / 7.97 eV
- Molar mass: 1088.472 g mol⁻¹
- Expectation value of S²: 3.76
- Largest force on an atom: 2.8 eV Å⁻¹
- HOMO (alpha / beta): -7.732 / -7.732 eV

Löwdin atomic charge list, values in e, 6 entries: number 1, C, carries -0.083; number 2, C, carries -0.237; number 3, N, carries 0.038; number 4, C, carries -0.432; number 5, C, carries 0.022; number 6, O, carries -0.088